Record 1
Entry from OMol25: a structure of composition C35H47BrN4P2Pt (the ωB97M-V functional and the def2-TZVPD basis).

Last column: Löwdin charge in e.
Geometry (Å):
H1 -3.696 -0.878 -1.067  0.05
C1 0.254 1.657 -2.509  -0.02
H2 4.463 -2.697 2.544  0.09
C2 -4.430 2.528 -4.582  0.06
C3 -4.257 2.929 -3.226  -0.14
H3 -3.637 -2.321 -0.047  0.07
H4 6.024 -1.779 -3.191  0.09
H5 0.297 1.150 -3.469  0.13
H6 0.291 -1.588 -3.855  0.07
H7 2.125 1.330 6.990  0.13
H8 2.240 2.482 -2.604  0.13
H9 -4.489 -2.371 -1.596  0.10
H10 -0.007 3.445 1.001  0.13
H11 -1.767 0.070 8.316  0.14
C4 -3.596 -1.968 -1.085  -0.13
C5 0.551 0.941 9.180  -0.14
H12 -2.621 -4.138 0.823  0.08
H13 3.755 -2.907 0.163  0.10
C6 -2.269 1.503 -2.534  -0.03
H14 -2.278 -1.889 -2.790  0.08
H15 3.122 -1.901 -2.119  0.05
C7 -1.627 -4.417 0.457  -0.11
H16 -3.395 0.401 1.480  0.12
H17 3.313 0.998 -0.959  0.05
H18 -1.775 -4.846 -0.537  0.08
C8 5.010 -2.201 -3.157  -0.12
H19 6.259 1.324 -0.074  0.09
H20 -0.762 -2.656 1.390  0.07
H21 -2.197 0.919 -3.450  0.13
C9 -0.597 0.425 5.147  -0.19
N1 -1.226 0.371 1.613  -0.14
H22 -3.537 2.579 -1.214  0.13
H23 -2.370 -3.494 -2.046  0.10
C10 -5.336 3.250 -5.405  0.01
C11 -4.982 4.084 -2.833  0.05
H24 -4.887 4.495 -1.825  0.14
C12 1.329 2.392 -2.019  -0.08
H25 1.417 1.023 4.595  0.10
H26 4.639 -2.250 -4.185  0.09
H27 3.858 0.827 0.737  0.09
C13 3.928 -1.905 0.590  -0.38
C14 -1.081 0.300 7.506  0.02
C15 1.190 3.094 -0.785  -0.70
H28 5.578 1.791 -1.653  0.09
P1 4.742 -0.917 -0.682  1.21
C16 1.116 1.002 6.750  0.02
H29 5.072 -3.230 -2.783  0.09
C17 -2.527 0.407 2.116  -0.09
C18 0.724 0.824 5.413  0.00
H30 1.456 -2.032 -1.665  0.03
H31 2.965 -1.402 0.787  0.08
C19 0.596 -2.643 -1.964  -0.40
C20 4.055 -1.353 -2.308  -0.36
H32 3.826 -0.403 -2.812  0.10
N2 -1.107 0.412 3.826  0.02
H33 -6.411 5.609 -3.416  0.17
C21 4.175 0.776 -0.317  -0.38
H34 5.165 2.715 -0.221  0.05
H35 -5.515 2.949 -6.445  0.17
C22 0.066 2.956 0.032  -0.07
C23 -2.462 0.402 3.467  0.02
H36 -3.909 1.665 -5.005  0.14
H37 0.801 -3.672 -1.636  0.10
C24 -0.669 -3.233 0.462  -0.37
H38 4.878 -0.996 2.328  0.08
C25 -1.044 2.162 -0.409  -0.24
C26 5.363 1.703 -0.582  -0.14
C27 0.209 0.754 7.795  -0.20
C28 -0.396 0.428 2.662  -0.09
P2 -0.780 -2.047 -0.929  0.78
H39 -3.248 0.443 4.198  0.14
C29 -2.338 -2.411 -1.825  -0.38
C30 -1.012 1.690 -1.821  -0.37
H40 -0.377 -3.237 -3.834  0.09
H41 1.364 -2.997 -3.944  0.09
C31 4.833 -1.966 1.826  -0.13
N3 -6.012 4.325 -4.994  0.32
N4 0.755 1.091 10.324  0.21
H42 0.684 0.391 2.614  0.13
H43 5.854 -2.272 1.556  0.09
Pt1 -0.618 0.119 -0.392  0.99
C32 0.447 -2.609 -3.479  -0.12
C33 -3.348 2.272 -2.250  0.02
Br1 2.534 4.135 -0.184  1.06
C34 -5.839 4.732 -3.732  0.00
H44 0.367 -3.597 0.424  0.08
H45 -2.502 -0.221 5.964  0.12
C35 -1.493 0.130 6.185  0.02
H46 -1.237 -5.213 1.102  0.10
H47 -2.024 2.256 0.079  0.11

Calculated values
* multiplicity: 5
* Kohn-Sham gap (alpha / beta): 5.50 / 2.95 eV
* LUMO level (alpha / beta): -11.6 / -14.1 eV
* maximum force: 5.0 eV/A
* electronic energy: -134840.265 eV
* charge: +4
* ΔE to the lowest compared entry with this formula, charge and spin: 13.9 kcal per mole



Record 2
Entry from OMol25: a structure of composition C35H47Cl2MnN5O2SSb2 (the ωB97M-V functional and the def2-TZVPD basis).

Last column: Löwdin charge in e.
Geometry (Å):
Sb1 2.314 1.771 0.858  1.28
H1 -2.613 -1.646 1.169  0.06
H2 3.714 -2.226 -3.817  0.00
H3 4.622 0.356 -3.383  0.06
C1 7.170 0.285 0.667  -0.10
H4 -3.148 3.660 4.857  0.13
S1 0.293 -1.630 0.975  0.73
C2 -5.120 1.542 -0.409  0.04
C3 2.703 -1.818 -3.793  -0.33
C4 -1.064 1.335 2.227  -0.20
Cl1 -0.655 1.817 -1.882  0.72
C5 -0.530 1.507 -4.578  -0.13
H5 -0.398 2.581 -4.602  0.10
H6 -0.918 -5.396 1.855  0.09
C6 7.208 -0.524 -0.459  -0.09
H7 0.029 -3.505 4.885  0.10
H8 -5.565 2.350 0.157  0.12
H9 3.908 2.976 -0.957  0.05
C7 5.209 1.422 -0.210  -0.29
C8 -0.535 0.755 -5.744  -0.11
H10 3.847 1.703 -2.554  0.04
C9 -0.877 -0.530 -3.196  -0.56
C10 -0.690 0.865 -3.370  -0.58
H11 1.890 -2.308 3.585  0.09
H12 0.589 3.727 1.652  -0.02
H13 6.162 1.898 1.645  0.11
C11 -0.705 -0.625 -5.656  -0.13
C12 -3.031 1.576 0.987  -0.22
H14 -3.587 -3.094 1.046  0.10
H15 -8.038 -0.059 -0.690  0.09
H16 -2.221 4.817 3.895  0.13
C13 4.172 2.482 -0.022  -0.34
C14 -2.653 2.991 2.905  -0.20
Sb2 2.432 -0.556 -2.074  1.30
H17 6.291 -0.987 -2.335  0.11
C15 -3.038 4.087 3.853  -0.22
C16 -5.242 -0.104 -2.149  -0.03
O1 -8.178 0.890 -0.770  -0.06
H18 -2.411 -2.714 -0.247  0.08
H19 2.263 4.283 1.910  0.00
H20 -2.122 -5.181 0.580  0.10
C17 5.240 0.592 -1.349  -0.30
C18 4.215 0.686 -2.425  -0.32
O2 -4.244 4.699 3.432  -0.06
H21 -0.775 2.559 3.945  0.11
H22 -0.713 -1.237 -6.547  0.10
H23 1.980 -2.633 -3.748  -0.01
H24 3.527 -1.486 0.252  -0.01
H25 -4.488 5.370 4.074  0.09
N1 -0.990 -1.146 -2.021  -0.13
C19 -2.603 -2.678 0.831  -0.08
C20 -1.833 -4.875 1.587  -0.04
H26 7.983 -1.273 -0.571  0.10
H27 7.912 0.177 1.448  0.10
H28 1.550 4.307 0.282  0.00
C21 1.592 3.762 1.226  -0.32
C22 -3.442 2.618 1.859  0.04
N2 -3.262 0.067 -0.832  -0.02
C23 -5.831 0.960 -1.420  -0.21
H29 3.631 2.391 3.165  0.00
H30 -2.627 -5.163 2.280  0.09
Mn1 -1.248 -0.248 -0.479  0.48
Cl2 -1.077 -2.963 -4.370  0.65
H31 -1.396 -3.954 3.942  0.09
C24 3.178 1.468 2.803  -0.33
N3 -1.806 0.970 1.168  -0.03
H32 -7.516 1.084 -2.733  0.11
C25 -3.967 -0.491 -1.829  -0.13
H33 -7.326 2.480 -1.667  0.12
N4 0.323 -3.509 2.823  -0.22
C26 -7.241 1.395 -1.719  -0.22
C27 3.376 -1.943 -0.728  -0.35
H34 -4.381 3.126 1.697  0.11
C28 1.739 -3.218 2.995  -0.08
H35 2.220 -3.089 2.030  0.05
H36 -5.766 -0.582 -2.966  0.11
H37 2.195 -4.060 3.514  0.09
H38 4.338 -2.267 -1.121  0.00
H39 -0.410 1.232 -6.706  0.10
C29 -0.318 -4.059 4.010  -0.05
C30 6.255 -0.361 -1.449  -0.07
H40 2.516 -1.246 -4.703  0.00
C31 -0.400 -2.908 1.846  -0.67
H41 4.534 3.250 0.665  0.06
H42 -0.067 -5.113 4.146  0.09
H43 2.711 -2.801 -0.618  -0.01
H44 -0.134 0.790 2.344  0.04
C32 -0.871 -1.237 -4.434  -0.63
C33 6.182 1.249 0.776  -0.07
N5 -1.617 -3.432 1.587  -0.20
H45 -3.444 -1.266 -2.379  0.10
C34 -3.820 1.085 -0.087  -0.21
H46 3.944 0.695 2.736  -0.01
C35 -1.424 2.310 3.115  -0.05
H47 2.414 1.142 3.510  -0.01

Calculated values
* multiplicity: 6
* Kohn-Sham gap (alpha / beta): 5.05 / 6.97 eV
* LUMO level (alpha / beta): 0.0 / 0.0 eV
* maximum force: 0.3 eV/A
* electronic energy: -128876.906 eV
* charge: 0
* ΔE to the lowest compared entry with this formula, charge and spin: 4.4 kcal per mole



Record 3
Entry from OMol25: a cluster of 11 separate species, C35H47ClNO32S in total (the ωB97M-V functional and the def2-TZVPD basis).

Last column: Löwdin charge in e.
Geometry (Å):
C1 -5.880 10.579 -3.333  -0.13
O1 -4.738 -1.317 -7.787  0.02
C2 -5.014 -2.687 -8.040  -0.13
H1 3.637 -7.417 1.167  0.14
O2 1.974 -6.281 1.671  0.07
O3 5.726 -5.685 4.791  0.14
C3 0.057 -0.461 -1.724  -0.74
H2 2.078 -4.641 5.442  0.13
C4 -5.484 4.691 -4.749  -0.13
C5 3.061 -5.264 10.664  -0.13
H3 -5.367 3.954 -3.949  0.12
C6 1.757 6.959 2.549  -0.14
C7 10.993 -5.837 3.598  -0.54
C8 9.001 -6.762 4.028  -0.14
O4 3.925 4.797 2.796  0.15
H4 1.643 2.087 0.470  0.03
O5 -7.512 2.539 -3.531  0.15
H5 3.002 1.112 2.185  0.14
C9 3.025 -6.604 0.772  -0.12
C10 2.616 -5.326 6.105  -0.12
C11 2.510 8.248 2.445  -0.13
C12 3.618 3.829 2.153  -0.52
O6 -0.416 9.205 3.875  0.15
H6 -3.849 -3.008 -9.838  0.14
H7 3.279 8.348 3.217  0.14
H8 -0.275 -2.669 -1.907  0.12
O7 -5.225 -1.490 -9.975  0.08
H9 -5.724 2.382 -6.938  0.14
O8 -5.981 9.167 -3.221  0.05
O9 -5.926 9.986 -1.127  0.07
H10 4.991 -5.252 9.681  0.14
H11 3.046 2.792 -0.368  0.14
C13 3.031 -7.232 9.600  -0.54
H12 9.122 -7.493 4.832  0.14
H13 8.092 -6.996 3.470  0.13
H14 -1.820 -2.528 0.509  0.11
H15 1.330 6.645 1.592  0.13
C14 -6.254 0.524 -5.960  -0.13
S1 -0.621 0.137 -3.396  1.13
O10 -5.036 0.561 -9.025  0.16
C15 -5.399 10.994 -1.978  -0.13
H16 -4.308 10.987 -1.900  0.14
O11 -2.356 5.740 -5.550  0.14
C16 -3.686 0.863 -2.984  0.17
C17 -0.774 -1.784 -1.329  -0.29
H17 -5.264 0.148 -6.215  0.12
C18 3.785 -5.319 0.663  -0.13
O12 1.506 9.227 2.667  0.06
O13 12.123 -5.712 3.211  0.15
H18 4.243 -5.188 -0.320  0.14
O14 -6.302 0.944 -4.602  0.02
O15 4.335 2.671 2.118  0.08
O16 3.996 -4.990 6.088  0.07
O17 10.141 -6.816 3.183  0.06
H19 2.721 -7.463 6.413  0.13
H20 -5.541 -3.542 -9.956  0.14
H21 1.147 -0.772 -1.940  0.13
H22 0.004 -3.049 0.433  0.07
O18 -6.414 7.796 -1.465  0.14
H23 -6.028 -2.913 -7.697  0.14
O19 -4.342 4.640 -5.592  0.06
C19 -5.468 6.098 -4.238  -0.12
O20 3.742 -6.791 4.762  0.06
O21 0.698 7.276 3.441  0.06
O22 4.278 -7.123 10.136  0.07
O23 2.614 -8.216 9.040  0.14
C20 -3.489 5.615 -5.167  -0.54
C21 -7.119 2.034 -4.549  -0.57
O24 2.315 -6.084 9.777  0.05
H24 -7.137 1.562 -7.640  0.14
H25 -5.877 6.180 -3.230  0.13
H26 -4.309 -3.330 -7.509  0.14
H27 -6.391 4.463 -5.311  0.13
H28 -1.880 -1.781 -1.696  0.11
H29 2.686 -5.411 11.681  0.14
Cl1 -0.134 0.959 -0.588  0.70
H30 -5.182 10.857 -4.126  0.14
N1 -1.357 -2.035 -4.517  -0.04
O25 10.396 -5.018 4.509  0.06
O26 -0.819 -3.025 -4.937  0.11
O27 2.786 -4.335 0.891  0.05
C22 4.593 -5.811 5.178  -0.53
H31 -5.770 11.979 -1.687  0.14
C23 -6.603 1.771 -6.712  -0.12
H32 5.050 -5.677 11.408  0.14
H33 2.371 6.148 2.947  0.10
O28 2.508 3.747 1.367  0.06
H34 8.610 -5.263 5.537  0.13
C24 -6.133 8.883 -1.897  -0.53
C25 -0.739 -2.189 0.233  -0.10
C26 2.601 -6.733 5.607  -0.12
H35 4.162 1.048 0.837  0.14
O29 0.871 -4.347 2.112  0.13
H36 8.478 -4.666 3.866  0.13
H37 2.591 -6.918 -0.182  0.14
C27 -5.003 -0.638 -8.939  -0.53
H38 2.208 -5.238 7.113  0.13
H39 4.558 -5.223 1.431  0.14
C28 1.793 -4.934 1.605  -0.54
H40 2.973 8.383 1.465  0.14
C29 3.540 1.710 1.443  -0.13
H41 2.958 -4.210 10.398  0.14
H42 1.693 -6.966 5.048  0.14
O30 -4.086 6.428 -4.252  0.07
C30 0.510 8.624 3.375  -0.54
C31 -4.875 -2.792 -9.527  -0.12
H43 -0.481 -1.339 0.960  0.07
H44 -6.867 10.986 -3.571  0.14
C32 2.622 2.552 0.611  -0.16
O31 -0.394 -1.058 -4.588  -0.33
H45 -4.676 1.464 -2.908  0.11
C33 4.462 -5.762 10.492  -0.13
H46 -6.003 6.789 -4.896  0.14
O32 -7.431 2.477 -5.798  0.05
H47 -6.988 -0.274 -6.109  0.14
C34 -2.450 0.457 -3.213  -0.25
C35 9.017 -5.351 4.528  -0.15

Calculated values
* Kohn-Sham gap: 6.34 eV
* LUMO level: -5.4 eV
* maximum force: 6.9 eV/A
* electronic energy: -127409.203 eV
* charge: +1